Here is 4 unconnected molecules or ions with the total composition C3H11O5 at a distorted geometry from the OMol25 dataset. Energies are from ωB97M-V/def2-TZVPD.

Last columns: bonded neighbours and bond lengths (Å).
Positions of all 19 atoms, in Å:
1 O 0.8922 -0.5557 -2.4637  C2 1.227
2 C 0.4078 -0.0553 -1.4534  O1 1.227, O3 1.298, C4 1.526
3 O 0.1641 -0.7016 -0.3541  C2 1.298
4 C -0.0297 1.4066 -1.4842  C2 1.526, C5 1.533, H6 1.088, H7 1.091
5 C 0.0363 2.0996 -0.1188  C4 1.533, H8 1.088, H9 1.095, H10 1.090
6 H 0.6529 1.9180 -2.1591  C4 1.088
7 H -1.0396 1.5759 -1.8616  C4 1.091
8 H 1.0573 2.1052 0.2567  C5 1.088
9 H -0.3602 3.1195 -0.1483  C5 1.095
10 H -0.6494 1.5852 0.5544  C5 1.090
11 H 0.8850 -0.3437 1.2487  O13 0.970
12 H 0.1738 -1.0102 2.5149  O13 0.954
13 O 0.7542 -0.3176 2.2096  H11 0.970, H12 0.954
14 H -1.8006 -0.3791 1.5157  O16 0.964
15 H -1.5868 -0.8327 0.1089  O16 0.982
16 O -2.2094 -0.9541 0.8586  H14 0.964, H15 0.982
17 H 0.8520 -2.3649 -0.3164  O19 0.991
18 H 0.7034 -3.0712 0.9791  O19 0.963
19 O 1.0965 -3.2239 0.1128  H17 0.991, H18 0.963

Output
Orbital gap = 9.1 eV
Charge = -1
Energy above the lowest of the compared OMol25 structures with the same formula, charge and spin = 0.0000 eV
Electronic energy = -497.20585 a.u.
2S+1 = 1